# 1
ORCA calculation (wB97M-V/def2-TZVPD) on C2H3NO in the gas phase at a distorted geometry.

XYZ file:
```
7
Properties=species:S:1:pos:R:3:forces:R:3:lowdin_charge:R:1
C 0.4030 0.2155 -0.2436 1.796 10.124 0.228 -0.026
C -0.2136 -0.9607 -0.1982 -4.992 -6.619 0.177 -0.217
N -1.0622 0.8696 -0.1914 3.073 -0.798 -2.071 0.055
O -1.5001 -0.5250 0.0427 0.766 0.094 0.448 -0.052
H 1.3667 0.7501 -0.3914 -1.177 -0.833 0.077 0.100
H -0.0559 -1.9696 -0.2308 0.687 -2.121 -0.119 0.066
H -1.1850 1.4128 0.6319 -0.153 0.153 1.260 0.074
```
Forces are in eV/Å.

Calculated values
- Spin multiplicity: 3
- F_max: 10.28 eV/Å
- Kohn-Sham gap (spin up / spin down): 6.154 / 8.465 eV
- E: -207.6976 Ha
- HOMO (spin up / spin down): -5.009 / -10.188 eV
- LUMO energy (spin up / spin down): 1.1 / -1.7 eV

# 2
ORCA calculation (wB97M-V/def2-TZVPD) on a 3-piece molecular cluster, C23H52NO3 overall at a distorted geometry.

XYZ file:
```
79
Properties=species:S:1:pos:R:3:forces:R:3:lowdin_charge:R:1
C 0.6773 -2.8165 2.6957 0.193 -0.020 -0.024 -0.093
O 0.0293 -1.5723 2.7425 -0.166 0.026 -0.026 -0.149
C -0.2893 -1.0516 1.4741 -0.033 -0.001 0.115 -0.232
C -1.3928 -0.0109 1.6071 0.129 -0.016 0.017 -0.136
C -1.3524 1.0733 0.5265 -0.084 -0.052 0.028 -0.196
C -1.1049 0.5878 -0.8999 -0.069 -0.106 -0.024 -0.188
C -2.1569 -0.3981 -1.4595 -0.035 0.077 -0.157 -0.171
C -1.6610 -1.7920 -1.8916 0.041 -0.037 0.256 -0.197
C -0.2675 -1.8206 -2.4964 -0.051 0.089 -0.044 -0.231
C 0.2233 -3.2004 -2.9100 0.047 -0.171 0.016 -0.196
C 1.7313 -3.1704 -3.1890 0.099 0.047 0.083 -0.191
C 2.5699 -4.3566 -2.7043 0.012 -0.004 0.033 -0.189
C 2.2991 -4.8611 -1.2731 0.096 0.093 0.039 -0.173
C 1.9269 -3.8398 -0.1817 -0.039 -0.079 -0.132 -0.130
C 2.9755 -2.8611 0.3468 0.457 0.342 -0.505 -0.247
C 4.4269 -2.9407 -0.1040 -0.106 -0.182 -0.020 -0.112
C 5.0204 -1.5740 0.2693 -0.001 -0.044 0.049 -0.123
C 3.8344 -0.5880 0.2647 -0.126 -0.134 -0.080 -0.070
N 2.6356 -1.4361 -0.0755 0.390 -0.298 -0.124 0.087
H 0.0934 -3.5546 2.1321 -0.066 0.045 0.116 0.097
H 0.8163 -3.1631 3.7170 -0.054 0.008 0.005 0.107
H 1.6719 -2.7410 2.2184 -0.803 0.049 0.609 0.047
H 0.6130 -0.5708 1.0332 -0.426 0.296 0.345 0.101
H -0.5688 -1.8663 0.7929 -0.056 0.022 -0.038 0.114
H -1.2523 0.4531 2.5865 -0.059 0.037 -0.037 0.121
H -2.3638 -0.5103 1.6462 0.084 -0.094 -0.058 0.121
H -2.2893 1.6331 0.5489 0.029 -0.003 0.093 0.093
H -0.5718 1.7903 0.7836 0.031 -0.031 -0.026 0.089
H -1.0579 1.4639 -1.5498 0.016 0.013 0.048 0.118
H -0.1007 0.1590 -0.9523 -0.035 0.026 0.006 0.073
H -2.6419 0.0697 -2.3192 0.023 -0.002 0.014 0.110
H -2.9490 -0.5446 -0.7209 -0.021 0.049 -0.018 0.108
H -2.3765 -2.2312 -2.5906 -0.013 0.036 0.006 0.120
H -1.6584 -2.4573 -1.0191 0.002 -0.047 -0.050 0.101
H -0.1850 -1.1162 -3.3319 -0.020 -0.033 -0.001 0.139
H 0.4348 -1.4510 -1.7372 -0.056 -0.017 -0.103 0.057
H -0.3271 -3.5769 -3.7752 0.020 0.076 -0.005 0.126
H 0.0040 -3.9025 -2.1008 -0.053 -0.037 -0.051 0.101
H 2.1365 -2.2568 -2.7219 0.004 -0.066 -0.089 0.084
H 1.9190 -3.0213 -4.2538 0.002 -0.003 0.007 0.122
H 2.4504 -5.2100 -3.3761 -0.088 0.042 0.009 0.118
H 3.6180 -4.0659 -2.8100 0.014 -0.065 0.000 0.095
H 1.4635 -5.5631 -1.2964 -0.001 0.013 -0.051 0.116
H 3.1588 -5.4550 -0.9516 -0.022 0.018 0.050 0.117
H 1.0788 -3.2514 -0.5428 -0.034 -0.019 0.119 0.091
H 1.5326 -4.3897 0.6733 0.106 -0.085 -0.081 0.112
H 2.9581 -2.8168 1.4383 0.330 -0.061 -0.388 0.125
H 4.4781 -3.1094 -1.1799 -0.003 0.022 -0.004 0.108
H 4.9296 -3.7765 0.3793 0.077 0.058 0.001 0.137
H 5.4733 -1.6039 1.2588 -0.003 0.016 -0.016 0.121
H 5.7893 -1.2741 -0.4379 0.015 0.044 0.038 0.119
H 3.9224 0.2049 -0.4731 -0.031 0.020 0.037 0.134
H 3.6343 -0.1486 1.2386 0.095 0.044 0.006 0.135
H 2.4522 -1.4332 -1.0827 0.065 -0.031 0.057 0.139
H 1.7688 -1.1196 0.3710 0.150 0.021 -0.012 0.101
C -4.9689 4.3723 -0.9495 0.010 0.032 0.024 -0.051
C -4.3781 3.6118 0.2229 0.004 -0.143 -0.056 -0.494
C -5.2190 3.7277 1.4805 0.015 0.040 -0.003 -0.049
O -3.0296 4.0314 0.4753 0.121 0.151 0.035 -0.084
H -5.0470 5.4362 -0.7083 -0.003 -0.004 -0.016 0.086
H -4.3441 4.2626 -1.8351 0.004 0.011 0.000 0.081
H -5.9710 4.0104 -1.1814 0.002 -0.008 0.000 0.085
H -4.2745 2.5568 -0.0468 -0.045 0.015 -0.008 0.126
H -5.3019 4.7752 1.7837 -0.005 -0.013 0.012 0.086
H -4.7697 3.1647 2.2980 0.003 0.008 0.009 0.080
H -6.2278 3.3509 1.3095 0.003 -0.008 -0.004 0.085
H -3.0524 4.9680 0.7089 -0.039 -0.040 -0.025 0.080
C -0.2964 4.0582 2.8437 -0.053 0.015 0.001 -0.055
C 0.3529 4.7462 1.6537 0.095 -0.057 -0.025 -0.489
C -0.1758 6.1540 1.4435 -0.014 -0.015 0.005 -0.047
O 0.1951 3.9598 0.4704 -0.120 0.047 -0.010 -0.074
H -1.3738 3.9651 2.6788 0.019 -0.010 0.009 0.073
H 0.1161 3.0577 2.9810 0.010 -0.005 0.007 0.072
H -0.1392 4.6263 3.7615 0.011 -0.001 0.002 0.083
H 1.4347 4.7894 1.8040 -0.020 0.029 0.027 0.136
H -1.2537 6.1249 1.2576 0.028 0.043 0.012 0.066
H 0.3075 6.6231 0.5877 -0.014 -0.005 -0.008 0.084
H -0.0066 6.7731 2.3252 0.000 0.001 0.001 0.085
H -0.7564 3.8905 0.2985 0.014 0.025 -0.031 0.053
```
Forces are in eV/Å.

Calculated values
- F_max: 1.01 eV/Å
- Kohn-Sham gap: 9.689 eV
- E: -1187.7630 Ha
- HOMO: -11.958 eV
- Charge: +1
- LUMO energy: -2.3 eV

# 3
ORCA calculation (wB97M-V/def2-TZVPD) on C5H13NO in the gas phase at a distorted geometry.

XYZ file:
```
20
Properties=species:S:1:pos:R:3:forces:R:3:lowdin_charge:R:1
C -2.1598 -0.1031 -1.3245 1.470 -0.350 1.289 -0.272
O -3.3706 0.1685 -0.6084 0.236 -0.166 -1.288 -0.064
C -1.0140 0.7177 -0.7231 -0.038 0.476 -1.056 -0.211
C -0.4727 0.2982 0.6368 -0.450 -0.800 0.003 -0.198
C 0.6152 -0.7712 0.4892 0.510 1.525 0.788 -0.226
C 2.8144 0.1727 1.1423 0.048 0.635 0.743 -0.160
N 1.8737 -0.0809 0.0682 -0.034 -1.672 -1.003 -0.128
H -1.8865 -1.1661 -1.2146 -0.222 -0.002 0.067 0.108
H -2.1634 0.0551 -2.4050 -0.662 0.419 0.029 0.113
H -4.0304 -0.0189 -1.2828 -0.563 0.076 0.451 0.078
H -1.3060 1.7695 -0.7122 -0.301 -0.007 0.151 0.111
H -0.2240 0.7144 -1.4842 0.267 -0.174 0.278 0.108
H -0.1108 1.1874 1.1503 0.148 -0.178 0.218 0.106
H -1.2876 -0.1489 1.2123 -0.115 0.288 0.180 0.111
H 0.8680 -1.2915 1.4174 -0.547 -0.110 0.228 0.101
H 0.2202 -1.5110 -0.2087 0.586 0.000 -0.335 0.108
H 2.4954 1.0028 1.7848 -0.154 -0.115 -0.151 0.076
H 3.0125 -0.6737 1.8069 -0.168 -0.276 0.035 0.070
H 3.7814 0.4727 0.7405 -0.061 0.032 -0.236 0.074
H 2.3450 -0.7936 -0.4851 0.048 0.401 -0.392 0.093
```
Forces are in eV/Å.

Calculated values
- F_max: 1.99 eV/Å
- Kohn-Sham gap: 10.090 eV
- SMILES: CNCCCCO
- E: -328.2640 Ha
- HOMO: -9.080 eV
- LUMO energy: 1.0 eV

# 4
ORCA calculation (wB97M-V/def2-TZVPD) on C5H12N2O2 as an isolated structure at a distorted geometry.

XYZ file:
```
21
Properties=species:S:1:pos:R:3:forces:R:3:lowdin_charge:R:1
C -1.7916 1.1897 -0.5110 0.553 -0.051 1.176 -0.047
C -1.6408 -1.2283 -0.7972 1.467 -0.709 -2.740 -0.054
C -0.7561 -0.1595 1.4302 0.997 0.492 -3.221 0.018
C 3.5223 0.2259 0.9304 -1.137 -1.623 -2.835 0.049
C -0.9332 -0.0443 -0.1954 -0.789 0.539 2.396 -0.558
N 0.3153 0.1853 -0.8838 2.261 -0.090 2.550 -0.068
N 2.6129 -0.2465 0.0434 1.469 0.883 1.404 -0.244
O 2.4759 -1.3034 -0.5367 -0.192 1.200 0.840 0.002
O 1.3029 0.9223 -0.3680 -0.802 -1.516 -0.225 -0.050
H -1.5440 1.8711 0.2845 -0.005 0.960 -0.073 0.065
H -1.5060 1.6110 -1.4768 -0.507 -0.082 0.032 0.092
H -2.8301 0.9506 -0.3824 -0.665 0.063 -0.370 0.078
H -2.4258 -1.6644 -0.2059 -0.006 -0.265 0.388 0.077
H -0.8831 -1.9593 -1.2397 -1.034 0.389 1.208 0.109
H -2.1101 -0.8439 -1.7253 -0.141 -0.303 0.334 0.081
H 0.1320 -0.7046 1.6388 0.943 -0.589 0.071 0.055
H -0.5727 0.8470 1.7601 -0.308 0.275 0.617 0.063
H -1.5343 -0.7009 1.9039 -1.129 0.000 0.275 0.063
H 3.5232 1.2956 1.1476 -0.324 -0.595 0.055 0.065
H 4.4134 -0.4445 1.0341 -0.977 0.823 0.162 0.086
H 0.2300 0.2010 -1.8509 0.325 0.199 -2.045 0.116
```
Forces are in eV/Å.

Calculated values
- F_max: 3.46 eV/Å
- Kohn-Sham gap: 9.136 eV
- E: -457.4785 Ha
- HOMO: -8.558 eV
- LUMO energy: 0.6 eV

# 5
ORCA calculation (wB97M-V/def2-TZVPD) on a 2-piece molecular cluster, C4H13NOS overall at a distorted geometry.

XYZ file:
```
20
Properties=species:S:1:pos:R:3:forces:R:3:lowdin_charge:R:1
C 0.8897 0.4887 1.3678 0.642 0.005 -0.322 -0.222
C 1.4978 1.6688 0.5773 -1.346 -0.502 -0.194 -0.272
C 0.7244 2.0606 -0.7011 0.617 -0.250 0.171 -0.577
S -0.6569 3.1622 -0.3234 -0.376 -0.228 0.503 0.697
C 0.8190 -0.8200 0.6106 -0.749 0.419 -0.417 -0.317
N 2.1163 -1.3827 0.3408 0.176 0.083 0.511 0.010
H -0.0928 0.7135 1.7583 -0.346 0.323 0.114 0.102
H 1.5708 0.3258 2.1972 -0.063 -0.017 0.403 0.106
H 2.4882 1.3619 0.2547 0.380 0.350 0.347 0.101
H 1.4434 2.4921 1.2818 0.825 0.395 -0.140 0.089
H 0.4182 1.1246 -1.1781 -0.220 0.395 -0.247 0.054
H 1.3721 2.6179 -1.3824 0.017 -0.239 0.109 0.067
H -0.7025 3.8006 -1.4826 -0.011 0.121 -0.363 -0.167
H 0.2039 -0.6430 -0.2819 0.165 -0.187 -0.237 0.095
H 0.2090 -1.5166 1.1757 0.160 -0.278 0.294 0.109
H 2.1585 -2.3671 0.5245 0.204 -0.149 -0.378 0.061
H 2.5673 -1.0894 -0.5070 -0.074 -0.244 -0.156 0.065
H -5.6658 -3.8309 -2.1995 0.192 0.165 0.230 0.030
H -5.4347 -3.8954 -0.6462 0.005 0.100 -0.430 0.034
O -5.9259 -4.2719 -1.3865 -0.198 -0.263 0.200 -0.064
```
Forces are in eV/Å.

Calculated values
- F_max: 1.45 eV/Å
- Kohn-Sham gap: 9.743 eV
- SMILES: NCCCCS.O
- E: -688.3600 Ha
- HOMO: -8.996 eV
- LUMO energy: 0.7 eV

# 6
ORCA calculation (wB97M-V/def2-TZVPD) on C46H41ClCrIN4OPSe as an isolated structure.

XYZ file:
```
97
Properties=species:S:1:pos:R:3:forces:R:3:lowdin_charge:R:1
Cr -0.3889 0.2406 -0.2155 -0.098 0.193 -0.639 0.348
I 0.7222 -3.1477 -1.0223 -0.001 0.087 -0.015 1.111
C 2.8136 -3.0444 -1.0907 -0.062 -0.039 0.024 -0.617
C 3.4256 -4.0332 -0.3672 0.015 0.025 -0.002 -0.170
C 4.8133 -4.2461 -0.4434 -0.019 0.017 -0.021 -0.065
C 5.5416 -3.5057 -1.3200 0.004 -0.009 0.016 -0.035
C 4.9367 -2.4780 -2.0838 0.072 0.010 -0.003 -0.163
C 5.7352 -1.8018 -3.0373 -0.033 0.017 0.013 -0.018
C 5.2076 -0.8194 -3.8146 -0.011 -0.004 0.015 -0.046
C 3.8889 -0.4049 -3.5711 0.027 -0.017 -0.100 -0.099
C 3.0796 -0.9870 -2.6249 -0.049 -0.007 0.053 -0.284
P 1.5723 0.0459 -2.2851 -0.193 -0.020 0.022 1.041
C 0.8320 0.0697 -3.9605 0.044 -0.117 0.024 -0.383
C 0.1110 -1.0652 -4.3300 -0.064 0.001 0.011 -0.122
C -0.4241 -1.1790 -5.6013 -0.039 0.004 -0.021 -0.074
C -0.2585 -0.1516 -6.5209 0.019 0.007 0.029 -0.072
C 0.4601 0.9774 -6.1618 -0.021 -0.014 -0.038 -0.064
C 1.0112 1.0842 -4.8921 0.019 0.114 -0.015 -0.095
C 2.3307 1.7021 -2.1169 0.000 0.006 0.004 -0.385
C 1.5324 2.8246 -2.3412 -0.060 0.031 0.089 -0.133
C 2.0169 4.0988 -2.0914 0.025 -0.003 0.021 -0.064
C 3.3029 4.2699 -1.5951 -0.005 -0.004 -0.004 -0.077
C 4.0963 3.1596 -1.3473 0.008 0.033 -0.002 -0.083
C 3.6150 1.8846 -1.6078 0.010 0.004 0.053 -0.094
C 3.5556 -2.1477 -1.9216 0.020 0.012 0.012 -0.202
H 2.8252 -4.6916 0.2445 -0.009 -0.012 0.009 0.085
H 5.2697 -5.0311 0.1427 0.008 -0.010 0.019 0.112
H 6.5976 -3.6949 -1.4650 0.013 -0.006 -0.001 0.118
H 6.7689 -2.1037 -3.1457 0.026 -0.011 -0.003 0.119
H 5.7983 -0.3219 -4.5707 0.013 0.001 -0.023 0.114
H 3.5205 0.4505 -4.1250 0.009 -0.041 0.008 0.107
H -0.0164 -1.8744 -3.6223 -0.016 -0.010 0.013 0.037
H -0.9692 -2.0732 -5.8761 0.000 0.000 -0.005 0.109
H -0.6781 -0.2357 -7.5140 -0.013 -0.001 -0.019 0.107
H 0.6028 1.7800 -6.8731 0.001 0.004 -0.014 0.109
H 1.5796 1.9721 -4.6424 -0.016 -0.073 -0.032 0.099
H 0.5195 2.7069 -2.7133 0.037 0.019 0.017 0.069
H 1.3889 4.9579 -2.2864 -0.014 0.028 -0.011 0.113
H 3.6855 5.2639 -1.4056 0.002 0.017 0.013 0.111
H 5.0957 3.2837 -0.9522 0.017 0.005 0.003 0.109
H 4.2503 1.0283 -1.4137 -0.001 0.034 -0.001 0.106
C 0.3522 -0.4340 3.3404 -0.012 0.052 -0.088 0.034
C 1.3453 -0.5379 2.2258 -0.240 -0.235 -0.154 -0.334
O 0.9631 -0.5169 1.0519 0.670 0.095 0.447 -0.157
C 2.7901 -0.6631 2.4959 -0.079 0.010 -0.025 -0.152
C 3.2967 -0.6267 3.7946 0.036 -0.022 -0.033 -0.009
C 4.6635 -0.7125 4.0031 -0.015 0.003 -0.017 -0.054
C 5.5229 -0.8413 2.9203 0.016 -0.004 0.018 -0.050
C 5.0243 -0.8815 1.6234 -0.037 0.010 -0.014 -0.045
C 3.6622 -0.7863 1.4117 0.015 -0.008 0.022 -0.013
H -0.6533 -0.4567 2.9250 0.010 -0.009 0.004 0.072
H 0.5084 0.4955 3.8936 0.010 0.004 -0.003 0.107
H 0.4776 -1.2581 4.0423 0.010 -0.019 0.011 0.106
H 2.6325 -0.5312 4.6419 -0.024 0.007 0.023 0.115
H 5.0590 -0.6828 5.0085 0.007 0.003 0.018 0.112
H 6.5890 -0.9132 3.0899 0.017 -0.003 -0.001 0.113
H 5.6942 -0.9929 0.7810 0.018 0.001 -0.007 0.109
H 3.2548 -0.8223 0.4097 0.019 -0.001 0.021 0.094
Cl 3.6441 3.5316 2.2142 -0.001 0.004 -0.022 0.731
C 2.0325 3.4750 1.6031 -0.022 0.053 0.003 -0.630
C 1.1742 4.5533 1.7384 0.002 -0.046 -0.007 -0.055
C -0.1107 4.4211 1.2414 -0.002 -0.039 -0.010 -0.021
C -0.4903 3.2315 0.6444 0.059 0.007 -0.011 -0.131
N 0.3451 2.1933 0.5131 0.026 0.052 0.059 0.003
C 1.5916 2.3251 0.9769 0.056 -0.011 -0.026 -0.158
H 1.5068 5.4634 2.2172 0.011 0.018 0.013 0.120
H -0.8205 5.2318 1.3153 -0.010 0.024 0.011 0.118
H -1.4814 3.0955 0.2340 0.077 0.019 -0.024 0.043
H 2.2720 1.4965 0.8386 -0.043 0.030 0.011 0.095
C -3.9788 2.0227 0.5435 0.011 -0.045 0.022 -0.024
N -4.3152 0.9858 -0.4103 -0.006 0.036 -0.013 -0.102
C -5.4220 0.1684 -0.3450 -0.035 -0.101 -0.039 -0.026
C -5.3279 -0.7007 -1.3717 -0.033 -0.016 0.093 -0.022
N -4.1610 -0.4072 -2.0428 0.027 0.089 0.028 -0.099
C -3.6349 -1.1370 -3.1823 0.042 -0.024 -0.048 -0.012
C -3.5454 0.6237 -1.4469 0.078 -0.045 -0.044 -0.653
Se -1.9402 1.4211 -1.9872 0.103 0.002 0.049 0.773
H -4.7757 2.0815 1.2795 -0.008 0.015 0.004 0.102
H -3.8737 2.9788 0.0335 0.002 0.000 0.007 0.093
H -3.0441 1.7598 1.0400 -0.038 -0.003 0.009 0.068
H -6.1526 0.2573 0.4371 -0.025 0.007 -0.001 0.133
H -5.9672 -1.5115 -1.6663 -0.015 -0.027 -0.003 0.133
H -4.2154 -2.0487 -3.2991 0.014 0.016 -0.007 0.101
H -2.5926 -1.3803 -2.9912 0.040 -0.027 -0.005 0.068
H -3.6965 -0.5338 -4.0866 -0.004 -0.003 0.011 0.100
N -1.6769 -0.8176 0.2205 -0.357 -0.107 0.285 -0.131
C -2.6190 -1.6166 0.7389 0.067 0.008 -0.082 -0.414
C -2.9513 -2.8413 0.1157 -0.023 -0.042 -0.039 -0.081
C -3.9650 -3.6384 0.6107 -0.032 -0.001 -0.015 -0.104
C -4.6968 -3.2613 1.7320 -0.005 0.021 0.033 -0.116
C -4.3675 -2.0701 2.3686 -0.008 -0.044 0.001 -0.110
C -3.3487 -1.2628 1.8967 0.006 0.011 0.018 -0.078
H -2.4030 -3.1414 -0.7707 -0.001 0.002 -0.011 0.067
H -4.1910 -4.5727 0.1112 -0.004 -0.014 -0.008 0.103
H -5.4886 -3.8903 2.1123 -0.015 -0.012 0.007 0.094
H -4.9095 -1.7685 3.2568 -0.012 0.006 0.020 0.101
H -3.0977 -0.3414 2.4100 -0.006 0.032 0.007 0.093
```
Forces are in eV/Å.

Calculated values
- Spin multiplicity: 4
- F_max: 0.81 eV/Å
- Kohn-Sham gap (spin up / spin down): 5.541 / 6.221 eV
- E: -6616.7603 Ha
- HOMO (spin up / spin down): -8.331 / -9.132 eV
- Charge: +1
- LUMO energy (spin up / spin down): -2.8 / -2.9 eV